# 1
35
Properties=species:S:1:pos:R:3:mulliken_spin:R:1 method="wB97M-V/def2-TZVPD" charge=+1 lumo_ha="-0.10424 / -0.12371" relative_energy_kcal_mol=6.20 spin_multiplicity=5 e_tot_ev=-147648.4736 homo_lumo_gap_ev="10.054 / 9.514" s2=6.008
Fe -0.1370 -0.8806 -0.4337 3.812
C -4.1151 1.4453 -2.7230 0.001
O -2.7561 1.5648 -2.2650 0.001
C -2.0788 0.5170 -1.8757 0.005
O -0.9134 0.6736 -1.4881 0.043
N -2.6597 -0.7037 -1.9427 -0.008
N -1.9169 -1.7982 -1.4648 0.036
H -4.4140 2.4512 -2.9939 0.000
H -4.7570 1.0840 -1.9187 0.000
H -4.1678 0.8001 -3.6000 0.000
H -3.6458 -0.8197 -2.1101 -0.001
H -1.7666 -2.4596 -2.2210 0.000
H -2.4170 -2.2675 -0.7061 -0.004
C 3.7382 2.9388 1.1759 0.001
C 3.4196 1.5999 0.5771 -0.004
C 4.4056 0.6734 0.2529 0.004
C 4.0756 -0.5587 -0.2967 0.000
C 2.7376 -0.8035 -0.4962 0.002
Br 2.0970 -2.4275 -1.2394 0.032
N 1.7687 0.0527 -0.1981 0.008
C 2.1039 1.2331 0.3280 0.011
H 4.8131 3.0875 1.2505 0.000
H 3.3138 3.0254 2.1764 0.000
H 3.3236 3.7445 0.5700 0.000
H 5.4464 0.9133 0.4289 0.000
H 4.8260 -1.2898 -0.5561 0.000
H 1.2806 1.8998 0.5523 0.000
F -2.7052 -1.5797 4.0067 0.000
C -1.4615 -1.6753 3.5637 0.003
F -0.7724 -0.6034 3.9338 0.000
F -0.8899 -2.7639 4.0532 0.000
S -1.4924 -1.7785 1.7281 -0.016
O -2.2239 -2.9598 1.3765 0.004
O -2.0246 -0.5235 1.2085 0.015
O -0.0347 -1.8116 1.3471 0.054

---

# 2
28
Properties=species:S:1:pos:R:3:mulliken_spin:R:1 method="wB97M-V/def2-TZVPD" charge=+3 lumo_ha="-0.29650 / -0.39312" relative_energy_kcal_mol=0.00 spin_multiplicity=5 e_tot_ev=-60393.5163 homo_lumo_gap_ev="9.612 / 7.598" s2=6.017
Os 1.0219 2.2434 0.7105 3.643
C 2.4382 1.9585 2.7865 0.064
C 1.8225 3.1614 3.1401 0.078
C 0.4175 3.2617 3.1569 0.073
C -0.3712 2.1562 2.8286 0.069
C 0.2369 0.9415 2.4303 -0.021
C 1.6527 0.8426 2.4055 -0.016
H 3.5179 1.8779 2.7774 0.008
H 2.4275 4.0197 3.4020 -0.003
H -0.0534 4.1967 3.4311 -0.003
H -1.4512 2.2286 2.8524 0.009
H -0.3709 0.0760 2.1999 0.000
H 2.1258 -0.0987 2.1573 0.000
Cl -2.9663 -14.2630 -4.8550 0.000
Si -1.4084 -13.2782 -5.4804 0.000
Cl -0.1980 -14.0765 -6.7782 0.000
Cl -1.0604 -11.4772 -4.8094 0.000
C 0.0803 5.7069 -3.2535 0.003
N 1.2947 5.1034 -2.6517 0.079
C 2.6134 5.4733 -3.2224 0.003
C 1.2100 4.3033 -1.6695 0.044
N 1.1358 3.5646 -0.7606 -0.039
H 0.1515 6.7881 -3.1568 0.003
H -0.8043 5.3438 -2.7388 0.000
H 0.0434 5.4241 -4.3031 0.002
H 2.7394 6.5493 -3.1242 0.003
H 2.6232 5.1869 -4.2718 0.002
H 3.4038 4.9548 -2.6878 0.000

---

# 3
24
Properties=species:S:1:pos:R:3:lowdin_charge:R:1 method="wB97M-V/def2-TZVPD" charge=-1 lumo_ha=0.11210 e_tot_ev=-44237.6435 homo_lumo_gap_ev=5.477
C 1.0507 -1.2933 -1.3070 -0.193
C -0.3574 -1.1403 -1.5209 -0.230
C -1.0491 -1.7595 -0.4256 -0.217
C -0.0592 -2.2902 0.4663 -0.203
C 1.2350 -1.9996 -0.0739 -0.184
Sc 0.1643 0.2041 0.4477 0.452
C -1.7025 1.6197 -0.4219 -0.076
C -0.4987 1.8600 -0.9624 -0.301
C 0.4500 2.4501 -1.6937 -0.006
N 1.9988 0.9011 0.7160 -0.218
H -2.1309 -1.8848 -0.3415 0.090
H -0.8221 -0.6516 -2.3776 0.096
H -0.2630 -2.8488 1.3822 0.096
H 2.1928 -2.3032 0.3515 0.094
H 1.8363 -0.9520 -1.9826 0.095
H -2.4463 0.9404 -0.8759 0.077
H 2.9233 1.2554 0.9709 -0.171
H -2.1460 2.2703 0.3499 0.061
H 0.2345 3.2182 -2.4488 0.055
H 1.5138 2.1962 -1.5718 0.045
Cl -0.7606 1.5266 2.8342 0.459
C -0.4536 -0.1371 2.5991 -0.782
H 0.4462 -0.4490 3.1395 -0.017
H -1.3563 -0.7326 2.7461 -0.023

---

# 4
25
Properties=species:S:1:pos:R:3:mulliken_spin:R:1 method="wB97M-V/def2-TZVPD" lumo_ha="0.00830 / -0.00030" relative_energy_kcal_mol=9.41 spin_multiplicity=5 e_tot_ev=-51761.5399 homo_lumo_gap_ev="6.615 / 7.236" s2=6.109
Cr 0.0104 1.4320 -0.1195 4.125
C 2.8493 -1.3457 0.4874 0.008
C 2.0667 -0.2826 0.8802 -0.059
C 2.4773 1.0487 0.7479 0.002
C 3.7288 1.2858 0.2909 -0.006
C 4.5869 0.2533 0.0360 0.006
C 4.1738 -1.0674 0.1603 0.008
H 2.5325 -2.3566 0.5972 0.001
H 1.0747 -0.4704 1.2426 0.029
H 1.8582 1.7938 1.2412 0.021
H 4.1735 2.2457 0.1417 -0.001
H 5.6194 0.3764 -0.3132 0.000
H 4.8613 -1.8972 0.0783 0.001
C -4.5345 0.4438 -1.3511 0.002
N -3.3495 -0.1056 -0.7089 -0.001
C -3.3218 -1.1016 0.3452 0.003
C -2.1998 0.2539 -1.1266 -0.054
N -1.1851 0.5212 -1.6073 0.046
H -4.7085 -0.2928 -2.0890 0.000
H -4.4003 1.4944 -1.6656 0.000
H -5.3795 0.6045 -0.6209 0.000
H -4.1886 -1.6978 0.0732 0.000
H -3.3639 -0.7001 1.3406 0.001
H -2.3741 -1.5891 0.2137 0.001
S -1.0071 1.1535 1.7258 -0.131

---

# 5
23
Properties=species:S:1:pos:R:3:lowdin_charge:R:1 method="wB97M-V/def2-TZVPD" lumo_ha="-0.02830 / -0.02202" relative_energy_kcal_mol=90.32 e_tot_ev=-25722.9764 homo_lumo_gap_ev="6.868 / 7.076"
C 0.5445 0.3718 -1.9284 -0.089
C 0.6773 1.3921 -2.7240 -0.006
C -2.2701 -1.3266 1.9331 0.031
C -1.3469 -0.3540 1.7358 -0.301
C 0.5168 -0.9946 -1.4712 -0.202
C -0.6544 -1.1409 -0.4229 -0.210
C 0.3804 0.9134 0.5591 -0.699
C -0.1765 -0.4315 0.8021 -0.759
C 1.7919 1.2902 0.7074 -0.217
I -1.0065 2.5722 0.5417 0.892
I 1.3714 -1.8560 1.8763 0.757
H 0.6545 2.4560 -2.4042 0.060
H 0.4770 1.3670 -3.7421 0.032
H -3.0559 -1.1732 2.7070 0.078
H -2.3935 -2.2371 1.4209 0.042
H -1.4207 0.4589 2.3437 0.018
H 0.5066 -1.7002 -2.3066 0.131
H 1.4373 -1.0097 -1.0776 0.041
H -1.5853 -0.5530 -0.8260 0.167
H -0.8819 -2.1687 -0.1574 0.089
H 2.4037 0.9824 -0.1040 0.061
H 2.1495 0.7832 1.6882 0.044
H 1.8809 2.3583 0.8489 0.044

---

# 6
31
Properties=species:S:1:pos:R:3:mulliken_spin:R:1 method="wB97M-V/def2-TZVPD" charge=+4 lumo_ha="-0.64684 / -0.72289" spin_multiplicity=5 e_tot_ev=-54930.3802 homo_lumo_gap_ev="4.088 / 3.637" s2=6.019
I 3.8757 -1.5554 0.6816 0.837
I 4.2852 1.0623 0.8173 0.826
Rh -0.4975 1.2799 0.0914 1.125
In 0.0954 -1.5512 -0.2183 0.605
S 1.1169 0.2895 -1.5967 0.377
C -2.0620 -2.2692 -1.5864 0.084
C -1.8572 -2.2010 1.9501 0.061
C 0.6398 0.0580 -3.3761 0.006
C 1.2899 1.2044 -4.1494 0.017
C -0.8709 0.1540 -3.5145 0.009
C 1.2037 -1.2621 -3.8833 0.010
C -1.7735 1.6380 1.3647 -0.064
C -0.9658 2.6103 -1.0892 -0.085
O -2.4652 -2.0860 2.9078 -0.006
O -3.0472 -2.8117 -1.7893 -0.001
O -2.5046 1.6588 2.2692 0.000
O -1.1245 3.3984 -1.9256 -0.004
H 1.0591 1.0867 -5.2225 0.005
H 2.3774 1.2066 -4.0157 0.000
H 0.9234 2.1716 -3.7844 0.003
H -1.1797 -0.2677 -4.4790 0.004
H -1.1984 1.1963 -3.4521 -0.006
H -1.4237 -0.4145 -2.7646 0.002
H 1.1668 -1.2644 -4.9802 0.001
H 0.6650 -2.1313 -3.5044 0.007
H 2.2462 -1.3797 -3.5827 -0.001
C 1.1758 0.0151 2.3727 0.051
O 0.1945 -0.2057 1.3931 0.115
H 0.6553 0.2012 3.3201 0.005
H 1.8670 0.8311 2.0926 0.013
H 1.7608 -0.9072 2.5050 0.008

---

# 7
30
Properties=species:S:1:pos:R:3:lowdin_charge:R:1 method="wB97M-V/def2-TZVPD" lumo_ha=-0.03528 e_tot_ev=-47807.3318 homo_lumo_gap_ev=7.580
N 0.0360 -3.6163 -2.6788 0.028
C -0.4016 -2.8950 -1.4940 -0.294
C 0.5069 -2.1452 -0.6264 0.028
C -0.0429 -1.4510 0.5846 -0.302
N 0.6608 -0.7151 1.5484 -0.248
S -0.5012 -0.1863 2.6233 0.993
N -1.9296 -0.7911 2.0384 -0.232
C -1.5223 -1.4909 0.9146 -0.338
C -2.4223 -2.2642 0.0118 -0.034
C -1.8778 -2.9466 -1.1459 -0.381
P -3.0495 -3.9546 -2.2224 0.500
O -4.3000 -2.9022 -2.6497 -0.401
I -3.8951 -5.6697 -0.6181 0.282
H 0.2410 -4.5958 -2.4516 0.092
H 0.9098 -3.1498 -2.9511 0.078
H 1.5972 -2.1236 -0.8753 0.108
H -3.5097 -2.3103 0.2529 0.107
H -4.7515 -3.2687 -3.4326 0.040
C 1.3494 5.0036 1.8972 -0.012
C 1.3650 3.4969 1.8907 -0.552
O 0.7108 2.8365 2.6839 -0.009
N 2.1391 2.8714 0.9635 0.006
C 2.9794 3.4697 -0.0532 -0.078
H 0.6894 5.3521 2.6893 0.083
H 2.3526 5.3899 2.0875 0.084
H 0.9750 5.3806 0.9436 0.085
H 2.0977 1.8631 1.0213 0.126
H 2.6389 3.1241 -1.0317 0.083
H 4.0064 3.1331 0.1037 0.083
H 2.9480 4.5553 -0.0240 0.073

---

# 8
22
Properties=species:S:1:pos:R:3:lowdin_charge:R:1 method="wB97M-V/def2-TZVPD" charge=+1 lumo_ha=-0.18160 relative_energy_kcal_mol=133.27 e_tot_ev=-11004.0823 homo_lumo_gap_ev=8.570
C -0.4446 -2.0497 -1.6928 0.121
C -0.6508 -1.6565 -0.3886 -0.213
C -0.9516 -0.4523 0.2100 -0.093
C -1.1880 0.0906 1.4810 0.276
C 0.1685 -3.4033 -1.2546 -0.079
C -0.1132 -2.9069 0.2317 -0.086
C -1.5341 1.5649 1.3549 -0.211
C -1.3622 0.8797 0.0674 0.217
C -0.5723 2.6312 1.9464 -0.007
N 1.4236 1.7063 -0.7070 0.050
H -0.8428 -1.6491 -2.5827 0.108
H -0.4190 -4.2432 -1.3842 0.087
H 1.1079 -3.7600 -1.5923 0.108
H 0.8644 -2.7022 0.8186 0.153
H -0.6920 -3.5565 0.8001 0.093
H -2.6055 1.8149 1.5890 0.170
H -0.8067 3.5734 1.4657 0.102
H 0.4555 2.3579 1.9056 0.071
H -0.7537 2.6744 2.9672 0.069
H 0.7224 2.0511 -1.3309 0.016
H 2.0711 1.2238 -1.3078 0.024
H 1.9519 2.3777 -0.1853 0.022

---

# 9
23
Properties=species:S:1:pos:R:3:lowdin_charge:R:1 method="wB97M-V/def2-TZVPD" lumo_ha="-0.02754 / -0.05588" relative_energy_kcal_mol=130.25 e_tot_ev=-12503.0864 homo_lumo_gap_ev="8.262 / 7.333"
C 2.5946 0.6413 -0.3153 -0.263
C 2.5607 -0.6820 1.7187 -0.207
C 0.8790 -1.5548 -0.8756 0.138
C -0.1590 -0.4714 -0.7136 -0.382
C 1.8529 -0.0722 0.6314 -0.166
C 0.2089 0.0169 0.6661 -0.492
C -0.2710 0.5374 -1.9009 -0.058
C -0.2925 -0.8363 1.7967 -0.048
C -0.0165 1.5991 0.8020 -0.026
N 3.2615 1.3605 -0.9355 0.186
N 3.1779 -1.3386 2.4405 0.172
H 0.7440 -2.4984 -0.3293 0.090
H 1.6293 -1.5008 -1.7129 0.112
H -1.1091 -1.0851 -0.7754 0.155
H -0.4695 -0.0816 -2.7082 0.047
H 0.6855 1.0973 -2.1118 0.086
H -1.0167 1.3615 -1.8103 0.093
H -0.4164 -1.9754 1.5805 0.121
H -1.3147 -0.3823 1.9155 0.107
H 0.3707 -0.7823 2.6485 0.067
H -1.1360 1.9741 0.6616 0.121
H 0.6072 1.8481 -0.1219 0.068
H 0.2955 2.0366 1.7485 0.078